This record from OMol25 describes a structure of composition C18H19F10LiN5OTe at a distorted geometry. The level of theory is ωB97M-V with the def2-TZVPD basis set.

Geometry as XYZ:
```
55
Properties=species:S:1:pos:R:3:forces:R:3
Li 0.5605 -0.6999 -0.2215 -1.340 0.819 0.352
F 1.1981 -3.4738 1.1849 0.323 -0.096 -0.413
C 0.3129 -2.7844 1.9547 -0.432 0.192 0.222
C -0.2381 -1.5988 1.5091 0.133 -0.834 0.701
C -1.1096 -1.0621 2.4391 0.237 0.018 -0.516
F -1.7562 0.1019 2.1337 -0.124 0.165 0.063
C -1.4172 -1.6087 3.6705 -0.126 0.111 -0.060
F -2.2849 -1.0171 4.5158 -0.070 0.035 0.067
C -0.8414 -2.8101 4.0317 0.007 -0.004 0.012
F -1.1511 -3.3865 5.2049 0.002 -0.038 0.117
C 0.0407 -3.4122 3.1614 -0.041 0.095 -0.022
F 0.5973 -4.5888 3.4987 0.072 -0.093 0.043
F 3.6019 -2.3218 0.5927 -1.337 -0.011 -0.222
Te 2.6585 -2.2778 -1.1050 3.433 -3.082 -2.471
F 3.0622 -4.1186 -1.0487 -0.318 0.591 0.191
F 2.6439 -2.5145 -3.0097 -0.192 0.340 0.449
F 0.8700 -2.9235 -1.4613 0.502 0.410 1.171
F 4.4845 -1.9703 -1.6064 -0.553 0.054 0.247
O 2.1798 -0.6008 -0.9549 -0.310 0.947 0.074
C -3.8907 -1.8041 -1.1031 -0.056 0.037 -0.005
N -3.1544 -1.8298 -2.3482 0.046 -0.032 0.030
C -3.2707 -3.1001 -3.0478 -0.013 0.018 -0.006
C -1.9104 -1.1832 -2.3691 -0.278 0.120 0.154
N -1.3177 -0.7194 -1.3340 0.257 0.204 -0.034
N -1.3771 -1.0346 -3.6288 0.085 -0.051 -0.071
C -2.2295 -0.7042 -4.7534 -0.018 -0.018 0.015
C -0.0310 -0.5023 -3.7230 -0.020 -0.030 0.158
H -4.9379 -2.0288 -1.3151 0.008 -0.018 0.013
H -3.8377 -0.8122 -0.6575 -0.031 -0.009 0.009
H -3.5265 -2.5395 -0.3729 0.057 0.030 -0.007
H -3.1545 -3.9411 -2.3531 0.026 0.017 -0.004
H -2.4942 -3.1790 -3.8032 -0.038 -0.016 -0.033
H -4.2525 -3.1821 -3.5235 0.029 -0.024 -0.013
H -1.7594 -1.0097 -0.4681 0.042 -0.111 -0.031
H -3.2723 -0.8840 -4.5084 0.006 -0.007 -0.007
H -1.9616 -1.3071 -5.6255 -0.003 0.030 -0.018
H -2.1176 0.3533 -5.0221 -0.005 0.000 0.002
H 0.0109 0.5586 -3.4504 -0.020 0.015 -0.066
H 0.3268 -0.6374 -4.7431 -0.002 0.008 -0.007
H 0.6197 -1.0486 -3.0528 0.079 0.001 -0.020
N 3.3692 1.4236 2.2746 0.071 0.021 0.037
C 2.5143 0.4624 1.8142 -0.112 0.013 0.096
N 1.3939 0.9453 1.3725 -0.132 0.044 -0.212
C 1.4909 2.3131 1.5359 0.358 0.095 0.189
C 0.5713 3.3170 1.2451 0.055 -0.088 0.014
C 0.9215 4.6181 1.5519 -0.105 0.046 -0.039
C 2.1578 4.9268 2.1333 0.096 0.005 0.027
C 3.0895 3.9448 2.4186 0.057 -0.015 0.027
C 2.7381 2.6370 2.1093 -0.328 0.067 -0.115
H 4.3109 1.2694 2.5837 -0.004 -0.034 0.041
H 2.7651 -0.5866 1.8479 0.072 -0.002 -0.100
H -0.3801 3.0530 0.8026 -0.030 0.066 0.016
H 0.2276 5.4244 1.3491 -0.016 -0.022 -0.016
H 2.3882 5.9578 2.3708 0.002 0.004 -0.020
H 4.0422 4.1869 2.8733 -0.002 0.018 -0.010
```
Forces are in eV/Å.

Energy relative to the best compared isomer or geometry (same formula, charge and spin)   174.1 kJ/mol
Multiplicity   1
HOMO-LUMO gap   7.849 eV
Total charge   -1
Total energy   -63148.279 eV